[1]
A molecular structure, C27H19BrCl2N6O6W at a distorted geometry. Source: the OMol25 dataset; level of theory: the ωB97M-V functional and the def2-TZVPD basis.

Summary:
Energy ... -5381.93541 a.u.
Gap between HOMO and LUMO (spin up / spin down) ... 0.23131 / 0.23154 Eh
Lowest unoccupied orbital energy (spin up / spin down) ... -0.75 / -1.31 eV
2S+1 ... 3
Relative energy (zero: lowest compared OMol25 entry of this formula, charge and spin) ... 0.00 kcal per mole
HOMO level (spin up / spin down) ... -7.05 / -7.61 eV

Geometry (Å):
Br 6.41 10.32 10.27
C 13.23 6.58 11.73
Cl 4.90 4.78 13.59
C 10.70 10.17 7.41
H 12.54 4.69 10.79
C 8.00 6.56 7.84
C 9.37 9.89 12.48
H 8.15 8.36 14.43
H 11.93 4.94 12.45
C 8.78 11.55 6.56
C 10.82 6.00 11.01
H 6.97 12.66 5.96
C 6.86 11.59 7.85
C 7.67 5.68 6.82
C 6.32 6.23 11.81
W 9.54 8.53 9.67
H 8.39 4.66 5.13
H 11.04 11.66 13.67
C 7.60 7.84 13.64
Cl 6.75 6.43 15.78
N 8.59 10.21 8.57
C 6.12 5.95 13.15
C 10.57 10.52 11.92
C 7.47 12.03 6.71
N 10.89 10.13 10.63
C 7.86 8.04 12.30
O 9.00 10.24 13.60
H 10.71 5.63 5.41
H 9.49 11.93 5.82
C 11.34 11.34 12.70
H 11.79 7.79 12.50
H 11.18 7.14 7.42
C 6.83 6.76 14.10
N 9.23 7.06 8.03
C 7.29 7.16 11.36
C 10.17 6.68 7.17
C 12.56 11.71 12.20
H 12.42 10.07 9.25
H 12.83 7.20 13.68
C 7.39 10.73 8.78
O 10.85 9.17 8.22
H 13.43 7.01 10.76
H 5.79 11.88 8.05
C 9.89 5.88 6.10
C 7.13 6.78 8.99
C 12.11 10.48 10.23
C 12.97 11.28 10.95
H 5.77 5.54 11.20
O 5.98 6.41 8.99
C 12.14 5.46 11.50
N 12.76 7.57 12.72
N 8.88 8.87 11.75
H 14.16 6.07 12.03
H 13.95 11.49 10.62
N 7.80 7.31 10.06
C 8.65 5.32 5.93
O 9.87 5.29 10.97
O 10.94 7.17 10.34
H 6.64 5.40 6.73
C 9.26 10.68 7.51
O 11.52 10.81 6.82
H 13.25 12.31 12.84

Table of natural (NBO) atomic charges, one value per atom, all in e: Br 0.210; C -0.211; Cl 0.015; C 0.786; H 0.229; C 0.149; C 0.598; H 0.264; H 0.224; C -0.207; C 0.793; H 0.243; C -0.257; C -0.197; C -0.233; W 1.912; H 0.230; H 0.260; C -0.263; Cl 0.022; N -0.510; C -0.055; C 0.154; C -0.128; N -0.479; C 0.199; O -0.625; H 0.234; H 0.258; C -0.212; H 0.356; H 0.252; C -0.064; N -0.457; C 0.141; C 0.068; C -0.111; H 0.242; H 0.361; C 0.130; O -0.772; H 0.191; H 0.243; C -0.242; C 0.619; C 0.090; C -0.248; H 0.253; O -0.593; C -0.520; N -0.849; N -0.684; H 0.191; H 0.232; N -0.668; C -0.137; O -0.591; O -0.834; H 0.254; C 0.094; O -0.576; H 0.225

[2]
2 unconnected molecules or ions with the total composition C4H13NO3 at a distorted geometry. Source: the OMol25 dataset; level of theory: the ωB97M-V functional and the def2-TZVPD basis.

Summary:
Energy ... -440.68953 a.u.
Gap between HOMO and LUMO ... 0.39229 Eh
Lowest unoccupied orbital energy ... 0.81 eV
Relative energy (zero: lowest compared OMol25 entry of this formula, charge and spin) ... 16.10 kcal per mole
SMILES string ... CC(O)(O)O.CCN
HOMO level ... -9.87 eV

Geometry (Å):
C -0.70 -3.09 0.91
C -1.01 -1.62 0.62
H 1.57 2.87 -2.13
H -0.97 -3.34 1.93
H 0.06 3.56 -1.48
O 1.69 0.88 -0.34
H 1.52 3.53 -0.48
H 0.71 -0.81 1.40
O -0.31 1.77 0.33
H 0.36 -3.29 0.76
H -0.37 0.91 0.84
H 1.60 0.12 -0.97
O 0.02 0.75 -1.78
N -0.29 -0.68 1.47
H -0.55 -0.81 2.45
H -1.27 -3.73 0.24
C 0.96 3.00 -1.24
H -0.77 1.15 -2.17
H -0.75 -1.38 -0.42
C 0.58 1.64 -0.68
H -2.08 -1.43 0.74

Table of natural (NBO) atomic charges, one value per atom, all in e: C -0.621; C -0.224; H 0.218; H 0.200; H 0.214; O -0.741; H 0.226; H 0.375; O -0.752; H 0.201; H 0.507; H 0.495; O -0.814; N -0.841; H 0.366; H 0.214; C -0.655; H 0.477; H 0.208; C 0.758; H 0.189

[3]
A molecular structure, C2H6HoO2 at a distorted geometry. Source: the OMol25 dataset; level of theory: the ωB97M-V functional and the def2-TZVPD basis.

Summary:
Energy ... -1177.60356 a.u.
Gap between HOMO and LUMO (spin up / spin down) ... 0.19146 / 0.34385 Eh
Lowest unoccupied orbital energy (spin up / spin down) ... -11.26 / -11.08 eV
2S+1 ... 6
Charge ... +2
HOMO level (spin up / spin down) ... -16.47 / -20.44 eV

Geometry (Å):
H 0.33 -2.77 -1.18
H -2.13 -0.01 0.43
O -1.17 -0.03 0.54
C -0.53 0.80 -0.39
H -1.23 1.44 -0.93
O 0.65 -2.67 -0.29
H 0.90 1.44 1.09
H 1.57 0.44 -0.19
H 1.10 2.13 -0.56
C 0.82 1.23 0.01
Ho -0.31 -1.98 1.47

Table of Mulliken atomic charges, one value per atom, all in e: H 0.344; H 0.386; O -0.499; C 0.040; H 0.378; O -0.720; H 0.342; H 0.338; H 0.297; C -0.987; Ho 2.081